# 1
Below is 2 unconnected molecules or ions with the total composition C6H14O2 at a distorted geometry, with properties calculated with the ωB97M-V functional and the def2-TZVPD basis.

- E_tot (eV) = -10540.264
- ΔE to the lowest compared entry with this formula, charge and spin (kcal/mol) = 50.8
- gap between HOMO and LUMO (alpha / beta) (eV) = 2.609 / 10.205
- HOMO level (alpha / beta) (eV) = 1.045 / -6.502
- 2S+1 = 2
- ⟨S²⟩ = 0.75
- max |F| (eV Å⁻¹) = 5.65
- molar mass (g/mol) = 118.176
- charge = -1

Geometry as XYZ:
```
22
Properties=species:S:1:pos:R:3:forces:R:3:mulliken_spin:R:1
C -1.33927 -1.77296 0.59125 0.15 -0.24 -0.22 0.9693
O -2.05698 -2.16617 1.68480 -5.31 0.34 1.91 -0.3988
C -1.21271 -0.26535 0.61595 3.23 -1.49 -2.16 0.5904
C 0.03443 0.07520 1.46688 0.23 0.34 -3.56 0.3073
C 1.35673 -0.17625 0.68468 -0.18 -1.89 0.22 -0.2542
C 2.56131 0.43959 -1.36316 -0.57 0.60 -1.75 -0.1113
C 1.80464 0.82680 -0.35336 -0.07 -3.69 0.50 0.4612
H -0.47157 -2.36801 0.84946 1.31 0.60 -0.84 0.0029
H -1.69159 -2.19818 -0.36322 -0.31 0.34 0.08 -0.2932
H -3.00358 -1.69523 1.65047 2.77 -1.46 0.14 0.0223
H -1.22099 -0.01312 -0.46353 0.82 0.72 0.42 0.4774
H -2.03049 0.23092 0.98068 -2.41 0.76 1.14 -0.7996
H 0.09574 1.10989 1.63245 -0.34 1.72 0.64 -0.1751
H -0.15952 -0.40251 2.37881 0.55 -0.95 1.40 0.0371
H 2.19559 -0.21646 1.33603 0.75 0.47 1.43 -0.0263
H 1.48841 -1.23600 0.33633 -0.77 0.77 -0.38 0.0706
H 2.54104 -0.66913 -1.57459 0.72 1.48 -0.05 -0.0547
H 2.85979 1.24911 -2.11069 -0.06 -1.65 0.87 -0.0794
H 1.51348 1.76234 -0.10207 -0.44 3.19 0.28 -0.0844
H -0.97347 3.20325 -2.37305 1.40 2.99 3.14 -0.2010
H -1.04638 1.70418 -2.55182 -0.15 0.62 -0.06 -0.0359
O -1.24463 2.57808 -2.95227 -1.32 -3.59 -3.13 0.5754
```
Forces are in eV/Å.

# 2
Below is 3 unconnected molecules or ions with the total composition C3H10O4S at a distorted geometry, with properties calculated with the ωB97M-V functional and the def2-TZVPD basis.

- E_tot (eV) = -22298.139
- ΔE to the lowest compared entry with this formula, charge and spin (kcal/mol) = 14.6
- gap between HOMO and LUMO (eV) = 9.614
- HOMO level (eV) = -9.172
- 2S+1 = 1
- max |F| (eV Å⁻¹) = 3.06
- molar mass (g/mol) = 142.176
- SMILES = O=C(O)CCS.O.O

Geometry as XYZ:
```
18
Properties=species:S:1:pos:R:3:forces:R:3:lowdin_charge:R:1
O -0.46758 -1.48984 2.02413 -0.17 0.87 0.42 0.1239
C 0.13082 -1.19312 1.03378 0.55 -2.60 0.00 -0.4896
O 1.26741 -1.93953 0.70746 0.30 1.47 -1.05 0.0506
C -0.38457 -0.37468 -0.11769 -0.80 0.39 0.39 -0.1696
C 0.46712 0.83339 -0.58645 -2.55 0.34 1.65 -0.4763
S -0.63409 2.29263 -0.96854 0.41 -0.18 -1.03 0.6756
H 1.63255 -2.50365 1.39803 -0.74 0.09 0.52 0.1165
H -0.56755 -1.10794 -0.89389 0.18 -0.06 -0.45 0.1240
H -1.40222 -0.06856 0.20462 0.71 0.06 -0.15 0.1084
H 1.00629 0.60199 -1.47797 0.83 0.23 -0.15 0.0668
H 0.94893 1.21273 0.30506 1.20 -0.24 -0.42 0.0613
H -1.32376 2.39803 0.16593 0.09 -0.33 0.32 -0.1467
O 3.93061 -0.27982 0.50140 0.16 0.54 -0.08 -0.0537
H 3.14324 -0.71794 0.82735 -0.11 -0.34 -0.09 -0.0089
H 4.63758 -0.92552 0.45992 -0.08 -0.19 0.06 0.0325
O -4.06494 1.10781 -0.80606 -0.04 -0.05 0.16 -0.0706
H -4.33609 0.34627 -1.32135 -0.07 -0.19 -0.03 0.0316
H -3.98376 1.80774 -1.45573 0.13 0.20 -0.09 0.0241
```
Forces are in eV/Å.

# 3
Below is a molecular structure, C34H31ClGeIrNO2S3Sb at a distorted geometry, with properties calculated with the ωB97M-V functional and the def2-TZVPD basis.

- E_tot (eV) = -152265.988
- ΔE to the lowest compared entry with this formula, charge and spin (kcal/mol) = 44.9
- gap between HOMO and LUMO (alpha / beta) (eV) = 3.698 / 3.683
- HOMO level (alpha / beta) (eV) = -0.348 / -0.340
- 2S+1 = 2
- ⟨S²⟩ = 0.79
- max |F| (eV Å⁻¹) = 2.19
- molar mass (g/mol) = 1003.868
- charge = -2

Geometry as XYZ:
```
75
Properties=species:S:1:pos:R:3:forces:R:3:mulliken_spin:R:1
Ir 0.05562 1.35811 -0.43442 -1.96 0.65 -0.35 0.1603
S 0.10582 5.10325 3.03641 0.01 0.00 -0.07 0.0014
Sb 1.29203 3.73660 1.57377 0.47 0.43 0.57 -0.0055
S 0.48097 1.47919 1.94273 0.16 -0.13 0.03 0.0354
S 0.21867 3.88696 -0.61837 -0.53 -2.12 -0.04 0.0063
C 3.78680 4.92906 -3.38606 -0.14 0.19 -0.07 0.0000
O 4.12353 3.57658 -3.16857 0.05 -0.13 0.12 0.0001
C 4.46275 3.22842 -1.88408 -0.14 -0.22 -0.27 0.0011
C 4.78525 4.12892 -0.89283 0.14 0.14 0.23 -0.0014
C 5.14759 3.67168 0.37031 -0.04 -0.11 -0.14 0.0013
C 5.18256 2.31186 0.62497 0.13 0.20 0.16 -0.0015
C 4.86087 1.40754 -0.36858 -0.14 -0.13 -0.40 -0.0001
C 4.49478 1.84858 -1.63685 0.02 0.47 0.76 0.0002
N 4.25038 1.00150 -2.70696 -0.24 -0.42 -0.37 -0.0022
C 4.09418 -0.34265 -2.69933 -0.44 0.09 0.18 -0.0051
C 3.37911 -1.12035 -1.80852 0.53 0.31 -0.05 0.0021
C 3.55829 -2.53581 -1.85263 -0.17 -0.72 0.02 -0.0044
C 2.80391 -3.38553 -1.10525 0.71 -0.01 -0.58 0.0026
C 1.78934 -2.86706 -0.26295 -0.37 0.87 0.25 -0.0034
C 1.56811 -1.52480 -0.19261 -0.56 -1.08 0.42 0.0044
C 2.33599 -0.58584 -0.94164 0.07 1.28 -0.14 0.0049
O 2.07247 0.64029 -0.91373 1.15 -0.37 -0.35 -0.0286
H 3.41701 4.99137 -4.40810 0.02 -0.01 0.02 0.0001
H 4.66106 5.58110 -3.27989 -0.02 -0.03 -0.01 0.0000
H 2.99941 5.25329 -2.70021 0.01 -0.07 0.01 0.0001
H 4.74735 5.19246 -1.07864 -0.07 -0.02 -0.02 -0.0002
H 5.38133 4.38538 1.14654 -0.06 0.00 0.05 0.0003
H 5.44492 1.95293 1.61089 -0.05 -0.02 0.01 0.0001
H 4.88613 0.34557 -0.16902 -0.04 -0.02 0.04 0.0004
H 4.16466 1.46984 -3.59770 0.36 -0.01 -0.03 0.0000
H 4.55980 -0.83554 -3.54886 -0.13 -0.10 -0.09 0.0002
H 4.32247 -2.92673 -2.51742 -0.01 -0.03 0.02 0.0002
H 2.96916 -4.45403 -1.16569 -0.01 0.01 -0.01 0.0000
H 1.17252 -3.54103 0.31856 -0.01 0.00 0.00 -0.0006
H 0.77379 -1.12678 0.43237 0.11 0.06 0.12 -0.0082
C -1.87791 1.11241 0.02598 1.04 1.10 -0.04 0.8717
Ge -2.54490 -0.46898 0.89477 -0.14 -0.12 0.20 -0.1601
C -4.42444 -0.22873 1.52877 0.24 0.00 -0.13 0.0129
C -5.37538 0.26901 0.63762 0.07 0.05 -0.05 0.0111
C -6.70412 0.41589 1.00707 -0.05 0.00 -0.02 0.0120
C -7.11080 0.06697 2.28801 -0.01 -0.02 0.02 0.0018
C -6.18014 -0.43332 3.18703 -0.08 -0.02 0.01 -0.0006
C -4.85310 -0.58352 2.80563 0.08 -0.01 0.00 -0.0122
C -2.74435 -1.96567 -0.39681 0.03 0.14 0.14 -0.0320
C -3.11134 -3.25758 -0.02099 0.01 -0.02 0.07 0.0081
C -3.29522 -4.25375 -0.96974 -0.03 -0.05 0.04 -0.0007
C -3.11784 -3.96958 -2.31826 -0.01 0.01 -0.02 0.0016
C -2.76978 -2.68470 -2.70963 -0.04 -0.12 -0.04 0.0196
C -2.59354 -1.69457 -1.75317 0.03 0.10 0.03 -0.0014
C -1.58877 -1.18123 2.48529 0.01 0.09 -0.38 0.0269
C -0.88519 -2.38109 2.45924 -0.10 0.03 -0.08 0.0082
C -0.19608 -2.83048 3.57808 0.09 -0.10 0.06 0.0012
C -0.20283 -2.07998 4.74362 0.02 0.02 -0.01 -0.0007
C -0.87705 -0.86581 4.77650 -0.05 -0.06 0.04 0.0102
C -1.55143 -0.41813 3.65185 -0.09 0.03 0.02 0.0360
H -2.43801 2.00163 0.33222 -0.25 -0.09 -0.15 -0.0193
H -5.05869 0.54968 -0.36195 -0.05 0.02 -0.01 0.0060
H -7.42773 0.79982 0.29672 0.02 0.02 0.00 0.0004
H -8.14736 0.18408 2.58298 0.00 0.00 0.00 0.0003
H -6.49141 -0.71048 4.18818 0.02 0.01 0.01 0.0000
H -4.13583 -0.97919 3.51534 -0.02 0.00 0.03 0.0008
H -3.25761 -3.48697 1.03055 0.00 -0.03 -0.01 -0.0005
H -3.58083 -5.25388 -0.66097 0.01 0.01 0.01 0.0003
H -3.25456 -4.75077 -3.05791 0.00 0.01 -0.01 0.0003
H -2.62667 -2.45455 -3.75870 0.03 0.03 0.01 0.0008
H -2.32260 -0.69013 -2.05324 0.05 0.00 -0.04 0.0111
H -0.86791 -2.96521 1.54442 0.00 -0.05 0.04 -0.0006
H 0.35616 -3.76334 3.53821 0.00 0.00 -0.01 0.0009
H 0.33657 -2.42571 5.61811 0.01 -0.01 -0.01 -0.0001
H -0.86204 -0.26225 5.67581 0.03 0.04 -0.03 0.0012
H -2.03341 0.55254 3.66441 0.03 0.01 0.05 -0.0002
Cl 0.07294 -0.24886 -3.32043 0.13 -0.57 -0.36 -0.0001
C -0.16120 1.37224 -2.52427 0.29 0.69 0.53 0.0311
H -1.09639 1.75324 -2.93287 -0.07 -0.09 0.12 -0.0073
H 0.65214 1.97663 -2.93510 -0.04 -0.01 -0.05 0.0007
```
Forces are in eV/Å.

# 4
Below is 2 unconnected molecules or ions with the total composition C4H13NO, with properties calculated with the ωB97M-V functional and the def2-TZVPD basis.

- E_tot (eV) = -7896.099
- ΔE to the lowest compared entry with this formula, charge and spin (kcal/mol) = 13.0
- gap between HOMO and LUMO (eV) = 9.199
- HOMO level (eV) = -8.463
- 2S+1 = 1
- max |F| (eV Å⁻¹) = 0.89
- molar mass (g/mol) = 91.154
- SMILES = CCCNC.O

Geometry as XYZ:
```
19
Properties=species:S:1:pos:R:3:forces:R:3:lowdin_charge:R:1
C -1.31244 -1.29772 0.79038 0.24 -0.44 -0.03 -0.1092
C -1.05285 0.03362 1.47368 -0.11 0.87 -0.12 -0.2535
C 0.33542 0.63190 1.25428 0.26 -0.34 -0.42 -0.2662
N 0.58595 0.90714 -0.16708 -0.28 -0.04 0.51 -0.1281
C 1.99042 0.95931 -0.49917 0.26 0.37 -0.64 -0.1549
H -0.84036 -2.13779 1.30726 -0.05 0.07 0.09 0.0740
H -2.37958 -1.50016 0.70719 -0.04 -0.03 0.18 0.0709
H -0.93390 -1.32804 -0.23096 -0.01 0.11 -0.04 0.0407
H -1.78340 0.75181 1.08072 0.07 0.03 0.11 0.1067
H -1.21295 -0.00888 2.55273 -0.14 -0.20 -0.02 0.1022
H 0.46672 1.57362 1.79133 -0.22 -0.01 0.17 0.1083
H 1.08507 -0.05895 1.67696 0.02 -0.07 -0.12 0.1117
H 0.08894 0.22319 -0.71777 0.17 -0.06 -0.18 0.0456
H 2.50971 1.60002 0.21473 0.03 -0.17 0.15 0.0751
H 2.50096 -0.00998 -0.57488 -0.04 -0.07 0.34 0.0766
H 2.15077 1.45207 -1.46724 -0.20 -0.08 0.05 0.0690
O -0.69776 -0.72997 -2.70715 0.05 -0.11 0.25 -0.0486
H -1.20676 -1.12367 -3.41900 -0.02 0.03 -0.10 0.0409
H -0.29397 0.06248 -3.06601 -0.01 0.12 -0.17 0.0389
```
Forces are in eV/Å.

# 5
Below is a molecular structure, C25H33F5N7O3SSeTeV, with properties calculated with the ωB97M-V functional and the def2-TZVPD basis.

- E_tot (eV) = -165787.926
- ΔE to the lowest compared entry with this formula, charge and spin (kcal/mol) = 0.0
- gap between HOMO and LUMO (alpha / beta) (eV) = 5.447 / 5.452
- HOMO level (alpha / beta) (eV) = -3.754 / -3.752
- 2S+1 = 2
- ⟨S²⟩ = 0.76
- max |F| (eV Å⁻¹) = 0.57
- molar mass (g/mol) = 864.146
- charge = -1

Geometry as XYZ:
```
77
Properties=species:S:1:pos:R:3:forces:R:3:mulliken_spin:R:1
V 0.87718 0.17040 0.38256 -0.18 0.38 -0.38 1.1939
N 0.57612 -1.94337 0.67568 0.02 -0.07 -0.06 -0.0146
C 1.82199 -2.53137 1.20648 -0.04 0.01 0.03 0.0128
C 2.99386 -2.14372 0.31119 -0.05 0.02 -0.04 0.0067
N 2.89226 -0.72180 -0.04569 0.18 0.09 0.00 0.0029
C 4.06146 0.15986 0.07653 -0.04 -0.04 0.01 0.0079
C 3.70691 1.36363 0.94328 -0.02 0.03 0.01 0.0029
N 2.31586 1.76815 0.67760 -0.05 -0.05 -0.05 -0.0116
H -0.20436 -2.14556 1.29302 -0.01 -0.02 0.00 -0.0023
H 0.35169 -2.30532 -0.25234 -0.05 0.02 0.06 -0.0008
H 1.74779 -3.61801 1.29572 0.01 -0.02 -0.01 -0.0003
H 1.96664 -2.11392 2.20403 -0.01 -0.01 0.01 -0.0042
H 2.98658 -2.74878 -0.59918 0.01 -0.02 0.01 -0.0010
H 3.93209 -2.34163 0.83143 0.01 0.00 0.02 0.0005
H 2.52837 -0.65199 -1.00656 0.02 -0.19 0.07 -0.0032
H 4.35329 0.49576 -0.91921 0.01 0.01 0.00 -0.0016
H 4.90880 -0.37175 0.51377 0.01 -0.01 -0.01 -0.0002
H 4.40220 2.18546 0.75649 0.01 0.00 -0.01 -0.0008
H 3.79003 1.09974 1.99424 0.00 0.01 0.01 -0.0028
H 2.26394 2.28638 -0.20062 -0.02 -0.02 -0.01 0.0024
H 1.95691 2.36262 1.41700 0.00 -0.01 0.02 0.0025
O -8.06077 6.06873 1.68734 0.00 0.01 -0.02 0.0000
C -8.36434 4.76722 1.42077 0.04 0.00 0.06 -0.0001
O -9.44957 4.35229 1.72302 -0.04 -0.02 -0.02 0.0000
C -7.29263 3.95687 0.78689 -0.03 -0.04 0.02 0.0000
C -6.21072 4.52305 0.11185 0.05 0.01 -0.07 0.0003
C -5.23749 3.72350 -0.45433 -0.04 0.02 -0.01 0.0000
C -5.32371 2.33190 -0.35251 0.02 -0.08 0.07 -0.0001
S -4.02973 1.40936 -1.08503 0.00 -0.05 0.02 -0.0005
C -6.40944 1.75250 0.31298 0.10 0.03 -0.04 -0.0011
C -7.37848 2.56709 0.86738 -0.04 0.02 0.00 0.0006
H -7.12617 6.21786 1.50477 0.00 0.00 0.00 0.0000
H -6.12841 5.59742 -0.02089 0.01 0.00 0.00 -0.0001
H -4.40466 4.16982 -0.98544 0.00 0.01 0.02 0.0000
H -6.46060 0.67234 0.38820 -0.02 0.00 0.01 0.0001
H -8.22611 2.13402 1.38270 0.00 -0.01 0.00 0.0000
C -4.24929 0.32423 2.98836 -0.03 -0.05 -0.05 -0.0001
N -3.23697 -0.55165 2.45907 0.01 0.04 0.06 0.0000
C -3.17365 -1.87878 3.00303 -0.02 -0.02 -0.02 0.0005
C -2.02581 0.00856 1.93213 0.00 -0.02 -0.05 0.0221
C -0.85796 0.18579 2.89779 0.02 -0.01 -0.02 -0.0651
C -1.13085 0.27790 4.26103 -0.01 0.01 0.03 -0.0054
C -0.11855 0.40330 5.20068 0.03 -0.02 -0.02 0.0092
C 1.19935 0.42318 4.77681 -0.05 -0.01 0.00 -0.0053
C 1.47036 0.34661 3.41545 0.04 0.00 -0.05 -0.0194
C 0.47379 0.24658 2.43747 0.03 -0.10 0.11 -0.0346
H -5.22170 -0.16916 2.91930 0.00 -0.02 0.00 0.0003
H -4.30522 1.22430 2.37586 0.01 0.04 -0.02 -0.0002
H -4.09651 0.63222 4.03776 -0.01 0.00 0.00 0.0001
H -4.17900 -2.30350 3.03315 0.01 0.00 0.00 0.0001
H -2.73603 -1.94732 4.01392 0.01 0.01 0.01 0.0005
H -2.58010 -2.51658 2.33801 0.00 0.00 0.01 -0.0005
H -2.25760 0.96866 1.46167 -0.01 0.00 0.00 0.0033
H -1.70214 -0.62669 1.09341 0.00 0.02 0.00 -0.0119
H -2.15882 0.23818 4.59344 0.01 0.00 -0.01 -0.0006
H -0.36119 0.46878 6.25427 0.00 0.00 0.00 0.0005
H 2.01082 0.49320 5.49181 0.00 0.00 0.01 -0.0006
H 2.51562 0.34303 3.12593 -0.01 0.00 0.00 0.0054
F 0.94880 -0.63164 -1.58946 0.10 -0.01 0.08 0.0092
Te 0.20322 1.97464 -2.47884 -0.01 0.07 0.15 -0.0005
F 0.86960 2.93097 -3.96982 0.00 -0.02 -0.01 -0.0006
F 0.49852 3.46145 -1.37500 0.01 0.01 -0.02 0.0002
F -1.44395 2.89731 -2.82732 -0.01 -0.04 0.05 -0.0002
F 2.16063 1.79176 -2.06250 -0.01 -0.06 -0.04 0.0041
O -0.21660 1.18229 -0.23760 0.02 0.06 0.13 -0.0990
Se -6.40553 -2.13854 0.78202 0.02 -0.03 0.00 0.0043
N -4.92689 -2.97684 0.26634 -0.03 0.08 0.03 0.0000
C -3.92035 -2.46341 -0.42253 0.00 0.01 0.07 -0.0011
C -2.90609 -3.41025 -0.74904 0.13 -0.14 -0.11 0.0003
C -1.84239 -3.10340 -1.54229 -0.07 -0.05 0.10 -0.0001
C -1.77512 -1.77287 -2.04973 -0.07 0.03 -0.03 -0.0015
N -2.61533 -0.83522 -1.75268 0.03 0.10 -0.03 -0.0004
C -3.69208 -1.09009 -0.89920 -0.03 0.05 0.06 0.0005
N -4.46044 -0.11849 -0.52370 0.02 0.00 -0.12 -0.0022
H -3.04866 -4.41449 -0.36676 -0.07 0.03 0.04 0.0001
H -1.11669 -3.85504 -1.82851 0.05 0.07 -0.04 0.0000
H -0.97120 -1.49694 -2.72547 0.03 -0.04 0.01 0.0003
```
Forces are in eV/Å.

# 6
Below is a molecular structure, C2H3IrO3 at a distorted geometry, with properties calculated with the ωB97M-V functional and the def2-TZVPD basis.

- E_tot (eV) = -11095.152
- ΔE to the lowest compared entry with this formula, charge and spin (kcal/mol) = 90.7
- gap between HOMO and LUMO (alpha / beta) (eV) = 7.515 / 6.656
- HOMO level (alpha / beta) (eV) = -8.065 / -8.522
- 2S+1 = 5
- ⟨S²⟩ = 6.02
- max |F| (eV Å⁻¹) = 5.94
- molar mass (g/mol) = 267.260

Geometry as XYZ:
```
9
Properties=species:S:1:pos:R:3:forces:R:3:mulliken_spin:R:1
O 0.89347 0.81234 1.04023 3.41 -0.17 -3.34 0.2466
C 1.02654 0.42229 -0.19862 -0.14 0.54 3.84 0.2952
C 0.46472 -1.01646 -0.29120 1.14 -1.10 -1.85 0.1208
O -0.65130 -1.23530 0.50888 0.94 -2.70 -0.77 0.3005
Ir -1.02139 0.41801 1.25787 -2.97 0.56 3.50 2.6838
H 1.31900 -1.67779 -0.01446 -0.27 0.24 -0.11 0.0032
H 0.28921 -1.18895 -1.37856 -0.37 -0.10 0.75 -0.0006
H -0.84100 1.86334 -0.86401 -1.58 -0.76 2.76 -0.0133
O -1.47925 1.60252 -0.06013 -0.17 3.50 -4.80 0.3637
```
Forces are in eV/Å.